{"formula": "C17H26N4O4", "method": "ωB97M-V/def2-TZVPD", "multiplicity": 1, "relative_energy_ev": 2.407, "energy_ha": -1183.4310, "homo_ev": -9.097, "elements": ["C", "C", "C", "C", "C", "C", "C", "C", "C", "N", "C", "O", "N", "C", "C", "O", "N", "C", "C", "C", "C", "O", "N", "C", "O", "H", "H", "H", "H", "H", "H", "H", "H", "H", "H", "H", "H", "H", "H", "H", "H", "H", "H", "H", "H", "H", "H", "H", "H", "H", "H"], "coordinates": [[-0.62498, 4.63699, 4.93416], [0.59501, 3.98706, 4.29335], [0.36603, 3.68597, 2.81426], [1.58333, 3.03212, 2.16518], [1.34443, 2.72427, 0.68811], [2.55658, 2.03875, 0.05866], [2.46808, 1.84085, -1.45745], [1.52843, 0.71694, -1.92303], [1.68280, 0.47706, -3.42887], [0.14523, 0.94888, -1.57493], [-0.37544, -0.00855, -0.78768], [-1.49728, -0.08449, -0.34229], [0.64163, -0.94048, -0.55544], [0.49469, -2.09382, 0.30337], [-0.29502, -3.23957, -0.35126], [0.19261, -4.32667, -0.54671], [-1.57359, -2.89376, -0.64945], [-2.49774, -3.72273, -1.24898], [-2.36961, -5.08707, -1.62413], [-3.58824, -5.38396, -2.16080], [-4.14148, -6.62878, -2.74579], [-4.37408, -4.29382, -2.11178], [-3.69288, -3.26718, -1.54634], [1.81323, -0.58563, -1.17150], [2.85179, -1.18653, -1.11883], [-1.49034, 3.98249, 4.85616], [-0.86152, 5.57616, 4.43862], [-0.44228, 4.84082, 5.98659], [0.82863, 3.05782, 4.81793], [1.45688, 4.65038, 4.39716], [-0.49695, 3.02387, 2.71095], [0.13280, 4.61588, 2.28988], [1.81819, 2.10416, 2.69199], [2.44681, 3.69423, 2.26433], [0.45872, 2.09385, 0.60582], [1.14129, 3.65728, 0.15610], [2.72776, 1.07470, 0.54170], [3.43517, 2.65752, 0.25726], [2.15595, 2.77406, -1.93220], [3.46237, 1.58682, -1.82789], [2.67777, 0.09216, -3.63436], [1.53917, 1.40591, -3.97593], [0.95070, -0.25122, -3.77115], [-0.38877, 1.73653, -1.89858], [1.49951, -2.45927, 0.52916], [-0.01670, -1.78883, 1.22191], [-1.90127, -1.94734, -0.45316], [-1.51102, -5.70988, -1.50314], [-3.39849, -7.41848, -2.69692], [-5.03288, -6.93405, -2.20035], [-4.42501, -6.46143, -3.78369]], "forces_ev_per_angstrom": [[0.2471, -0.0907, 0.0260], [-0.3056, 0.0822, -0.1714], [0.4384, -0.1107, 0.2620], [-0.4201, 0.1213, -0.2549], [0.3555, -0.1465, 0.3228], [-0.2620, 0.1903, -0.2547], [0.0636, -0.3410, 0.3156], [0.4314, 0.2314, -0.4420], [0.0368, -0.1329, 0.2302], [-0.0294, 0.1276, -0.1346], [0.1267, 0.1134, -0.0993], [-0.4152, 0.0069, 0.2849], [-0.2256, -0.1366, 0.1530], [0.0305, -0.2680, 0.1228], [0.1908, 0.4227, 0.2219], [0.1412, -0.2446, -0.0125], [-0.4648, 0.3636, -0.0084], [-0.7079, -0.6733, -0.4979], [-0.4943, -0.0555, -0.1967], [0.6984, 0.1805, 0.3098], [-0.1521, 0.2458, 0.0129], [-0.1790, -0.8409, -0.3180], [0.6874, 1.0197, 0.5669], [-0.0075, 0.2318, -0.1701], [0.2040, -0.0123, -0.0464], [-0.1308, -0.0312, 0.0151], [-0.0737, 0.1095, -0.0229], [-0.0788, 0.0603, 0.1102], [0.0942, -0.0172, 0.0162], [0.0817, -0.0450, 0.0255], [-0.0928, 0.0094, -0.0469], [-0.0838, 0.0363, -0.0542], [0.0790, -0.0391, 0.0542], [0.0932, -0.0132, 0.0424], [-0.0574, 0.0827, -0.0117], [-0.0938, 0.0390, -0.0682], [0.1159, -0.0233, 0.0852], [0.0459, -0.0674, 0.0575], [0.0127, 0.0088, -0.1149], [-0.0109, 0.0407, -0.1139], [0.1051, 0.0073, -0.0502], [-0.0180, 0.0972, -0.0446], [-0.0548, -0.0493, -0.0505], [-0.1029, -0.0829, 0.0789], [-0.2150, 0.0282, -0.0324], [0.0868, -0.0166, -0.0702], [0.2143, -0.0640, 0.0436], [0.1193, -0.1774, -0.0114], [0.0163, -0.0403, -0.0054], [-0.0352, -0.0819, 0.0138], [-0.0046, -0.0548, -0.0674]]}

=====

{"formula": "C17H27BN7OPb", "method": "ωB97M-V/def2-TZVPD", "multiplicity": 1, "energy_ha": -1339.2120, "homo_ev": [-17.815, -17.819], "charge": 3, "elements": ["Pb", "C", "C", "C", "C", "C", "N", "N", "B", "N", "N", "C", "C", "C", "C", "C", "N", "N", "C", "C", "C", "C", "C", "H", "H", "H", "H", "H", "H", "H", "H", "H", "H", "H", "H", "H", "H", "H", "H", "H", "H", "H", "H", "H", "H", "C", "C", "N", "O", "H", "H", "H", "H", "H"], "coordinates": [[8.77638, 11.07433, 6.89709], [5.47908, 11.68956, 6.00899], [5.75334, 10.31154, 6.55767], [5.27147, 9.07406, 6.22869], [6.00976, 8.15332, 7.03025], [6.04763, 6.65705, 6.92320], [6.95723, 8.86555, 7.72900], [6.73550, 10.22168, 7.45079], [8.02729, 8.29278, 8.68895], [8.52890, 9.29572, 9.79276], [9.34259, 10.38358, 9.36403], [9.42096, 11.25367, 10.40106], [10.04224, 12.60118, 10.21237], [8.74410, 10.75323, 11.53127], [8.23041, 9.50977, 11.07238], [7.41568, 8.46867, 11.88338], [9.32482, 7.91635, 7.88855], [9.55470, 8.57228, 6.61183], [10.80694, 8.29704, 6.25785], [11.23058, 8.75565, 4.92753], [11.29022, 7.29435, 7.17273], [10.32229, 7.11315, 8.18681], [10.24970, 6.29402, 9.44945], [5.70597, 12.37654, 6.84603], [4.41409, 11.74690, 5.62480], [6.02849, 11.95131, 5.10130], [4.53935, 8.90753, 5.41944], [5.09247, 6.27068, 6.46805], [6.27492, 6.22510, 7.95724], [6.93795, 6.46007, 6.17758], [7.58739, 7.26044, 9.18948], [11.03052, 12.46474, 9.78161], [10.07545, 13.17438, 11.12963], [9.41207, 13.15802, 9.40837], [8.50559, 11.13006, 12.52366], [6.40959, 8.59919, 11.61134], [7.48545, 8.68444, 12.94056], [7.70614, 7.45393, 11.70981], [11.89602, 9.67044, 4.89016], [10.35366, 8.87437, 4.22421], [11.84299, 7.95877, 4.52751], [12.23037, 6.72326, 7.05273], [10.01743, 6.84807, 10.29622], [11.17036, 5.80684, 9.60340], [9.47953, 5.55556, 9.37253], [6.99095, 15.27972, 8.54671], [7.50488, 14.53012, 7.37402], [7.45790, 15.15697, 6.13306], [8.08639, 13.40115, 7.55441], [7.47427, 14.75670, 9.43956], [5.87937, 15.06736, 8.48623], [7.26085, 16.37164, 8.59986], [6.88502, 16.04388, 6.08417], [8.11651, 15.05401, 5.36189]], "forces_ev_per_angstrom": [[-0.0597, 1.1790, -0.2089], [-1.5447, -0.2789, 0.0193], [0.3535, 1.0399, -0.9728], [-0.0764, -1.2309, 0.2069], [0.2870, 0.6699, -1.1903], [0.9538, -0.1843, -0.2108], [-1.4053, 0.0217, -0.2854], [1.7712, -0.6193, 1.2948], [-0.7246, -1.1332, 0.3388], [-0.0974, 1.1772, 1.4764], [-0.6085, 1.6312, 1.6448], [0.7202, 0.4459, -2.2527], [-1.0594, 0.1652, -1.5643], [-0.1815, -0.2518, 0.0313], [-1.8509, -4.3296, -0.4727], [1.7841, 1.9096, -0.1982], [0.4472, 0.2358, -1.1816], [1.3527, -0.1646, 1.2126], [-3.1333, 0.1101, 0.1275], [0.6948, 0.6040, -1.2330], [2.4020, -0.7901, -0.7112], [-2.0627, 0.5147, 1.4206], [0.5773, -0.1672, -2.1608], [-0.4673, 0.0507, -0.7707], [1.0603, 0.1468, 0.9496], [0.4803, -0.1892, 0.2012], [0.3827, -0.2867, 0.9408], [1.1315, 0.2717, 0.6649], [-0.4453, 0.1820, -1.6881], [-1.6957, -0.0783, 1.4794], [0.4021, 0.7819, -0.0701], [0.2303, 0.2124, 0.1412], [0.0903, 0.0546, 0.0623], [0.9775, -0.7476, 1.4373], [0.4155, 0.3063, -0.3061], [-1.6088, 0.0399, -0.4347], [0.1307, 0.0881, 0.2340], [0.2991, -0.5073, -0.3573], [-0.8098, -0.8870, 0.3205], [0.9317, 0.0185, 0.9860], [0.2854, -0.1496, -0.4271], [-0.6699, 0.4275, 0.1910], [-0.3141, 1.4012, 1.4274], [1.1069, -0.6987, 0.2713], [-0.5357, -0.6181, -0.3339], [-0.3730, -0.6825, 1.1293], [2.4015, 0.1542, -2.2465], [-1.1437, 0.6612, 1.8968], [-0.9120, 1.1868, -0.7188], [-1.1199, 0.7966, -1.0159], [0.9887, 0.6966, 0.7172], [-0.5694, -1.1613, -0.4270], [1.1373, -1.4375, 0.1474], [-0.3262, -0.5876, 0.4687]]}